The following is a quantum chemistry calculation of C29H29BNO14S2 as an isolated structure in a non-equilibrium geometry, from the Open Molecules 2025 dataset.

XYZ file:
```
76
Properties=species:S:1:pos:R:3:forces:R:3:lowdin_charge:R:1
C 0.590 -0.067 3.711 -0.39 0.20 0.09 -0.10
C 0.399 0.343 2.237 0.67 -0.28 0.20 -0.16
B 0.705 -0.756 1.172 -0.27 0.11 0.30 -0.48
O 1.650 -0.542 0.203 -0.32 0.51 -0.84 0.10
S -0.216 -2.401 1.063 0.62 -0.63 0.35 0.51
O -1.421 -2.169 0.278 -0.49 0.56 -0.07 -0.35
O 0.704 -3.313 0.430 0.65 -0.58 -0.22 -0.34
N -0.464 -2.863 2.582 -0.96 0.70 -0.95 -0.33
S -2.015 -2.968 3.009 0.74 -0.26 1.35 0.49
O -2.029 -3.117 4.439 0.26 0.37 0.86 -0.33
O -2.708 -4.008 2.320 -0.69 -0.53 -1.22 -0.32
C -2.859 -1.405 2.696 -0.15 -0.53 -0.46 -0.20
C -4.009 -1.187 3.662 0.07 0.30 -0.50 -0.47
C -4.822 0.027 3.213 0.30 -0.29 0.14 -0.03
O -4.848 -2.314 3.759 -0.44 -0.15 0.19 -0.04
H 1.470 0.387 4.146 0.35 0.13 -0.04 0.06
H -0.247 0.300 4.290 -0.26 0.01 0.30 0.07
H 0.643 -1.134 3.861 -0.05 -0.28 -0.03 0.05
H -0.597 0.742 2.068 -0.30 -0.01 -0.02 0.07
H 1.085 1.155 2.026 0.08 0.39 -0.19 0.09
H 1.199 -0.192 -0.588 0.50 -0.41 0.26 0.10
H -2.145 -0.593 2.716 0.18 0.16 0.25 0.08
H -3.234 -1.475 1.684 -0.08 -0.01 -0.36 0.09
H -3.587 -1.013 4.640 -0.02 -0.14 0.41 0.14
H -5.560 -0.299 2.489 -0.19 -0.02 -0.28 0.08
H -4.181 0.757 2.732 0.03 0.32 0.09 0.05
H -5.342 0.449 4.062 -0.19 0.31 0.14 0.08
H -5.348 -2.399 2.934 0.31 -0.08 0.15 0.10
C 0.397 2.128 -3.275 -0.03 0.02 -0.02 0.03
C 1.091 2.071 -4.407 -0.03 0.00 0.01 0.03
C 2.576 2.054 -4.398 0.01 -0.04 0.02 -0.38
O 3.209 2.008 -5.431 0.02 0.04 -0.05 0.10
C 3.255 2.099 -3.080 -0.06 -0.01 -0.05 0.02
C 2.563 2.157 -1.946 0.05 0.02 0.07 0.04
C 1.080 2.176 -1.957 0.08 0.02 -0.06 -0.37
O 0.447 2.227 -0.923 -0.05 0.01 -0.06 0.10
H -0.686 2.139 -3.257 0.00 -0.03 0.03 0.12
H 0.615 2.034 -5.379 0.03 -0.01 -0.02 0.12
H 4.335 2.082 -3.093 0.01 -0.03 -0.01 0.10
H 3.043 2.191 -0.976 -0.02 -0.02 0.01 0.13
C 8.087 3.104 -1.664 0.06 0.01 0.00 0.03
C 9.072 3.579 -2.420 -0.03 -0.02 0.03 0.02
C 8.798 4.493 -3.557 0.00 0.00 0.00 -0.39
O 9.695 4.926 -4.247 0.04 0.03 -0.02 0.11
C 7.382 4.857 -3.819 -0.04 -0.01 0.01 0.02
C 6.397 4.382 -3.063 0.01 0.02 -0.03 0.02
C 6.673 3.469 -1.926 0.01 0.01 0.02 -0.38
O 5.776 3.036 -1.236 -0.03 -0.01 0.01 0.10
H 8.263 2.436 -0.831 -0.04 -0.01 0.01 0.12
H 10.111 3.327 -2.247 0.02 0.02 -0.03 0.12
H 7.205 5.524 -4.653 0.04 0.00 -0.01 0.12
H 5.358 4.634 -3.237 -0.01 -0.02 0.03 0.12
C -2.240 -5.782 -0.518 -0.03 0.15 -0.02 0.03
C -1.125 -6.384 -0.109 0.07 -0.05 0.02 0.04
C -0.931 -7.841 -0.288 0.01 0.13 0.04 -0.39
O 0.080 -8.406 0.078 0.02 -0.09 -0.03 0.09
C -2.026 -8.606 -0.943 -0.04 -0.04 -0.03 0.01
C -3.137 -8.005 -1.351 0.00 -0.06 -0.01 0.01
C -3.331 -6.541 -1.171 0.08 0.07 0.08 -0.38
O -4.351 -6.004 -1.552 -0.06 -0.03 -0.07 0.09
H -2.395 -4.718 -0.387 0.00 0.01 0.08 0.11
H -0.321 -5.837 0.370 -0.02 0.05 0.00 0.12
H -1.862 -9.670 -1.065 0.04 0.00 0.02 0.11
H -3.947 -8.542 -1.830 -0.03 0.04 0.00 0.11
C -4.275 3.620 1.870 -0.04 0.04 0.00 0.01
C -4.865 4.025 0.749 0.03 -0.01 0.04 0.02
C -4.134 4.045 -0.544 0.02 -0.03 -0.02 -0.39
O -4.675 4.419 -1.564 -0.03 0.04 -0.02 0.09
C -2.723 3.591 -0.540 -0.02 0.01 0.02 0.02
C -2.130 3.186 0.578 -0.03 0.03 0.04 0.03
C -2.859 3.172 1.870 0.06 -0.06 -0.11 -0.39
O -2.313 2.797 2.884 -0.03 0.02 0.17 0.11
H -4.789 3.596 2.823 0.03 -0.03 0.01 0.12
H -5.896 4.357 0.722 0.00 0.00 -0.04 0.12
H -2.209 3.607 -1.493 -0.01 0.00 -0.01 0.11
H -1.104 2.849 0.600 0.01 -0.03 0.02 0.09
```
Forces are in eV/Å.

* calculated total energy: -3051.76096 hartree
* Kohn-Sham gap: 5.038 eV
* net charge: -1
* largest force on an atom: 0.03031 hartree/bohr
* LUMO: -0.634 eV
* HOMO level: -5.672 eV

The following is a quantum chemistry calculation of C33H32ClILuN7O2 as an isolated structure in a non-equilibrium geometry, from the Open Molecules 2025 dataset.

XYZ file:
```
77
Properties=species:S:1:pos:R:3:forces:R:3:lowdin_charge:R:1
Lu -0.033 -0.336 -0.382 0.64 -0.89 0.00 1.66
C 1.917 -3.163 -0.783 0.09 0.11 -0.04 -0.16
C 0.529 -3.789 -0.650 -0.06 -0.07 -0.05 -0.10
C -0.065 -3.541 0.712 -0.02 -0.01 0.06 -0.30
C -0.448 -4.597 1.526 0.02 0.02 -0.05 0.01
C -0.949 -4.337 2.790 -0.01 -0.04 0.03 -0.01
C -1.050 -3.023 3.216 0.00 0.05 -0.03 -0.02
C -0.651 -2.023 2.351 -0.01 -0.06 -0.01 -0.13
N -0.170 -2.266 1.123 0.04 0.03 -0.12 -0.01
N 1.887 -1.769 -1.290 -0.07 0.07 -0.03 -0.23
C 1.794 -1.754 -2.772 0.09 -0.05 0.01 -0.11
C 0.398 -1.632 -3.322 0.04 0.02 0.05 -0.27
C -0.001 -2.318 -4.455 -0.03 0.07 -0.06 0.01
C -1.251 -2.045 -4.995 -0.03 -0.01 0.00 -0.01
C -2.052 -1.083 -4.399 0.09 0.05 -0.04 -0.02
C -1.586 -0.455 -3.260 -0.08 -0.08 0.02 -0.10
N -0.397 -0.741 -2.712 -0.07 -0.15 0.02 0.00
C 3.119 -1.071 -0.876 0.03 -0.03 -0.01 -0.13
C 3.052 0.409 -1.168 0.08 0.01 0.12 -0.28
C 4.203 1.167 -1.306 -0.06 -0.01 -0.11 0.01
C 4.077 2.529 -1.531 0.01 0.03 0.00 -0.02
C 2.810 3.092 -1.600 -0.02 0.00 0.00 -0.02
C 1.711 2.273 -1.428 0.06 -0.06 -0.02 -0.10
N 1.834 0.954 -1.220 -0.17 0.09 0.10 -0.01
H 2.552 -3.767 -1.438 -0.03 -0.03 0.01 0.13
H 2.394 -3.148 0.197 -0.01 -0.03 0.01 0.13
H 0.597 -4.864 -0.813 0.02 0.00 0.04 0.13
H -0.136 -3.420 -1.439 0.01 0.04 0.02 0.11
H -0.343 -5.612 1.166 -0.01 -0.01 0.02 0.13
H -1.250 -5.151 3.437 0.00 0.00 0.00 0.13
H -1.430 -2.769 4.195 0.00 -0.02 0.00 0.12
H -0.715 -0.983 2.643 0.00 0.00 0.01 0.10
H 2.297 -2.630 -3.191 -0.03 -0.01 -0.01 0.14
H 2.340 -0.880 -3.134 -0.01 0.00 -0.02 0.14
H 0.658 -3.041 -4.917 0.01 0.00 0.01 0.13
H -1.590 -2.571 -5.878 0.01 0.00 0.00 0.13
H -3.020 -0.822 -4.803 0.00 0.00 -0.01 0.12
H -2.179 0.294 -2.751 0.00 -0.01 0.01 0.11
H 4.004 -1.506 -1.356 -0.01 0.00 0.00 0.15
H 3.242 -1.217 0.201 -0.02 0.04 0.01 0.13
H 5.175 0.694 -1.253 0.01 0.01 -0.02 0.13
H 4.959 3.143 -1.660 0.00 0.00 0.00 0.12
H 2.671 4.148 -1.785 0.02 0.00 0.01 0.12
H 0.698 2.658 -1.438 0.00 0.01 -0.02 0.10
Cl -6.914 1.318 0.759 0.03 0.00 -0.01 0.75
C -5.219 1.333 0.428 -0.02 -0.07 0.00 -0.60
C -4.541 2.514 0.407 0.16 -0.03 -0.03 -0.15
C -3.150 2.549 0.130 -0.47 0.09 0.07 -0.64
I -2.205 4.389 0.076 0.17 0.06 0.00 0.99
C -2.449 1.400 -0.116 0.37 -0.03 -0.14 -0.43
O -1.150 1.354 -0.402 -0.70 0.75 0.01 -0.35
C -3.158 0.162 -0.074 0.00 -0.07 -0.01 -0.16
N -2.414 -0.965 -0.297 0.10 0.17 0.07 0.01
C -3.026 -2.130 -0.306 -0.14 -0.02 0.02 -0.11
C -4.406 -2.276 -0.095 0.18 -0.04 -0.03 -0.01
C -5.156 -1.161 0.159 -0.05 0.07 0.01 0.01
C -4.539 0.108 0.178 -0.15 0.04 0.02 -0.16
H -5.072 3.436 0.596 0.00 0.00 0.00 0.10
H -2.410 -3.005 -0.480 -0.02 -0.01 -0.01 0.11
H -4.848 -3.261 -0.126 -0.02 0.01 0.01 0.12
H -6.219 -1.236 0.343 0.00 0.00 -0.01 0.11
N 0.909 0.610 1.549 0.07 -0.04 0.16 0.10
C 1.187 1.518 2.220 0.06 0.05 -0.02 -0.20
N 1.467 2.540 2.960 -0.10 0.02 0.00 -0.06
C 2.833 2.851 3.430 -0.11 -0.12 -0.04 -0.08
C 3.114 4.311 3.126 0.02 0.09 0.00 -0.18
O 2.109 5.138 3.675 0.00 -0.03 -0.02 -0.10
C 0.851 4.883 3.084 0.00 0.05 0.01 -0.19
C 0.394 3.470 3.390 0.07 -0.11 -0.05 -0.08
H 3.538 2.193 2.923 0.01 0.01 0.01 0.13
H 2.873 2.662 4.503 0.03 0.04 0.01 0.14
H 3.170 4.464 2.039 0.01 -0.03 0.00 0.13
H 4.061 4.613 3.570 -0.01 -0.01 0.02 0.14
H 0.908 5.026 1.997 -0.02 0.00 0.00 0.12
H 0.144 5.602 3.495 0.03 0.00 0.02 0.14
H -0.517 3.223 2.848 -0.02 0.02 0.00 0.11
H 0.235 3.332 4.461 0.00 0.04 0.01 0.14
```
Forces are in eV/Å.

* calculated total energy: -3803.66198 hartree
* Kohn-Sham gap: 7.568 eV
* net charge: +2
* largest force on an atom: 0.02134 hartree/bohr
* LUMO: -5.079 eV
* HOMO level: -12.647 eV
* ΔE to the lowest compared entry with this formula, charge and spin: 0.000 eV

The following is a quantum chemistry calculation of a single C3H3ClN2 molecule in a non-equilibrium geometry, from the Open Molecules 2025 dataset.

XYZ file:
```
9
Properties=species:S:1:pos:R:3:forces:R:3:lowdin_charge:R:1
Cl 1.851 0.607 -0.199 1.16 -0.70 0.15 0.65
C 0.376 -0.188 0.165 -1.54 2.55 -1.80 -0.71
C -0.363 -1.090 -0.577 -2.22 -3.13 -0.17 -0.13
N -1.716 -0.980 -0.238 2.91 -5.74 -5.16 0.01
N -1.840 0.067 0.369 5.37 5.24 2.93 -0.05
C -0.599 0.675 0.638 -0.93 0.33 3.25 -0.13
H -0.077 -1.954 -1.225 -0.14 1.09 0.78 0.12
H -2.622 0.238 0.858 -3.55 1.05 1.81 0.11
H -0.361 1.406 1.488 -1.07 -0.69 -1.80 0.14
```
Forces are in eV/Å.

* calculated total energy: -685.74198 hartree
* Kohn-Sham gap: 10.077 eV
* net charge: 0
* SMILES: Clc1cn[nH]c1
* largest force on an atom: 0.16041 hartree/bohr
* LUMO: 0.927 eV
* HOMO level: -9.150 eV
* ΔE to the lowest compared entry with this formula, charge and spin: 1.999 eV

The following is a quantum chemistry calculation of a 2-piece molecular cluster, C18H18N2 overall in a non-equilibrium geometry, from the Open Molecules 2025 dataset.

XYZ file:
```
38
Properties=species:S:1:pos:R:3:forces:R:3:lowdin_charge:R:1
C -1.034 0.156 -3.869 -0.24 -0.08 -0.92 -0.06
C -0.727 -0.444 -2.544 -0.22 0.63 0.20 -0.23
C -0.460 0.273 -1.413 1.04 -0.32 -0.24 -0.05
N -0.259 -0.590 -0.343 -0.73 -0.89 0.26 0.08
C -0.587 -1.868 -0.775 0.32 0.31 0.21 -0.22
C -0.628 -3.041 -0.024 0.66 -0.15 -1.07 -0.02
C -0.798 -4.222 -0.722 -0.47 0.27 0.31 -0.10
C -1.042 -4.211 -2.098 -0.66 -0.05 -0.58 -0.11
C -1.096 -3.036 -2.822 1.48 0.74 0.15 -0.02
C -0.803 -1.824 -2.159 -0.71 -0.62 0.14 -0.14
H -1.216 1.229 -3.837 0.18 0.06 0.32 0.07
H -1.957 -0.265 -4.282 0.02 -0.11 0.13 0.08
H -0.285 -0.006 -4.650 0.18 -0.12 0.21 0.08
H -0.044 1.269 -1.367 -0.63 0.26 0.18 0.11
H -0.517 -0.411 0.615 0.33 0.74 0.06 0.14
H -0.317 -3.065 0.995 -0.10 0.11 0.72 0.10
H -0.761 -5.141 -0.161 -0.04 -0.28 -0.10 0.09
H -1.292 -5.116 -2.641 0.35 -0.20 0.21 0.10
H -1.020 -3.027 -3.904 -0.73 -0.23 -0.06 0.11
C 2.037 -0.503 2.814 0.49 0.04 -0.57 -0.04
C 1.086 0.647 2.865 0.46 0.44 -0.40 -0.23
C -0.052 0.767 3.575 -0.83 -0.61 -0.41 -0.07
N -0.921 1.700 3.002 1.04 0.56 0.98 0.08
C -0.156 2.414 2.093 -0.46 -0.39 -0.97 -0.23
C -0.562 3.434 1.238 0.53 1.02 0.71 -0.03
C 0.318 3.887 0.270 -0.30 0.40 -0.21 -0.11
C 1.516 3.226 0.015 0.55 -1.17 1.14 -0.10
C 1.869 2.170 0.857 0.91 0.05 -0.35 -0.04
C 1.090 1.770 1.930 -1.36 -0.43 0.00 -0.14
H 1.655 -1.322 2.194 -0.35 -0.03 0.30 0.07
H 2.355 -0.899 3.776 -0.05 0.06 0.04 0.08
H 2.909 -0.209 2.228 0.30 0.14 0.38 0.07
H -0.421 0.134 4.353 -0.10 -0.28 0.30 0.12
H -1.630 2.135 3.570 -0.06 0.07 -0.15 0.15
H -1.403 4.070 1.491 -0.31 -0.35 -0.22 0.11
H 0.045 4.807 -0.232 0.08 -0.15 -0.32 0.10
H 2.280 3.429 -0.722 -0.47 0.65 -0.32 0.10
H 2.827 1.686 0.683 -0.11 -0.09 -0.04 0.11
```
Forces are in eV/Å.

* calculated total energy: -806.21134 hartree
* Kohn-Sham gap: 8.523 eV
* net charge: 0
* SMILES: Cc1c[nH]c2ccccc12.Cc1c[nH]c2ccccc12
* largest force on an atom: 0.03348 hartree/bohr
* LUMO: 0.793 eV
* HOMO level: -7.730 eV
* ΔE to the lowest compared entry with this formula, charge and spin: 0.962 eV

Among the records above, which one has the highest Kohn-Sham gap? C3H3ClN2